ORCA calculation (wB97M-V/def2-TZVPD) on the ion O4P3 with charge -1.

Geometry (Å):
O 2.581 -1.248 -0.116
P 1.186 -0.911 -0.378
O 0.040 -0.804 0.741
P -0.925 0.212 0.089
O -2.522 -0.061 0.197
O -0.729 1.772 0.572
P 0.369 1.040 -1.105

## Properties
Strongest force on any atom, eV/A: 11.61
Total charge: -1
SMILES: O=[P@@]12OP13([O-])OP23
Highest occupied orbital energy (alpha / beta), eV: -4.0 / -4.0

Charges in e, computed with natural (NBO), in the same order as the atoms:
1 O -1.09
2 P 1.33
3 O -1.09
4 P 1.90
5 O -1.06
6 O -1.01
7 P 0.02

ORCA calculation (wB97M-V/def2-TZVPD) on the ion O5S2 with charge -2.

Geometry (Å):
O 1.081 -1.352 -1.446
S 0.719 0.072 -1.276
O -0.365 0.389 -2.212
S -0.212 0.214 0.862
O -1.054 1.429 0.923
O 1.051 0.229 1.633
O -1.220 -0.981 1.515

## Properties
Strongest force on any atom, eV/A: 6.22
Total charge: -2
SMILES: O=S(=O)=S(=O)([O-])[O-]
Highest occupied orbital energy, eV: 0.4

Charges in e, computed with natural (NBO), in the same order as the atoms:
1 O -1.03
2 S 1.37
3 O -1.04
4 S 1.89
5 O -1.05
6 O -1.06
7 O -1.08

ORCA calculation (wB97M-V/def2-TZVPD) on a cluster of 2 separate species, S2 in total.

Geometry (Å):
S 1.592 -0.475 -0.144
S -1.592 0.475 0.144

## Properties
Strongest force on any atom, eV/A: 3.37
Highest occupied orbital energy, eV: -9.6

Charges in e, computed with natural (NBO), in the same order as the atoms:
1 S 0.00
2 S 0.00

ORCA calculation (wB97M-V/def2-TZVPD) on the ion S2 with charge +1.

Geometry (Å):
S 0.716 -0.453 0.465
S -0.716 0.453 -0.465

## Properties
Strongest force on any atom, eV/A: 4.40
Multiplicity: 2
Total charge: +1
⟨S²⟩: 0.75
Highest occupied orbital energy (alpha / beta), eV: -16.7 / -19.0

Charges in e, computed with natural (NBO), in the same order as the atoms:
1 S 0.50
2 S 0.50

Number 1: electronic energy -1325.11722 Eh. Number 2: electronic energy -1172.54424 Eh. Number 3: electronic energy -796.07356 Eh. Number 4: electronic energy -795.99526 Eh.